Computed, not measured: a molecular structure, C33H88ILiO33S11, with the ωB97M-V functional and the def2-TZVPD basis.

CARTESIAN COORDINATES (ANGSTROEM)
Li: 2.369 0.388 1.780
I: 1.070 0.421 -0.483
O: 0.482 0.331 3.138
S: -0.003 0.652 4.438
O: -0.557 1.938 4.751
O: -1.196 -0.448 4.584
C: -2.110 -0.333 5.715
C: -3.182 -1.344 5.681
C: 1.186 0.389 5.682
H: -2.475 0.703 5.699
H: -1.496 -0.413 6.601
H: -3.709 -1.384 4.764
H: -3.917 -1.113 6.477
H: -2.629 -2.287 5.718
H: 1.814 1.271 5.673
H: 1.780 -0.437 5.393
H: 0.679 0.339 6.640
O: 5.013 3.207 3.271
S: 3.591 3.110 3.176
O: 2.892 1.839 3.410
O: 3.082 4.193 4.222
C: 1.706 4.480 4.473
C: 1.456 4.807 5.948
C: 3.018 3.755 1.626
H: 1.049 3.636 4.206
H: 1.429 5.402 3.836
H: 0.393 5.086 6.106
H: 2.101 5.610 6.270
H: 1.499 3.824 6.565
H: 1.910 3.775 1.790
H: 3.210 3.017 0.831
H: 3.484 4.724 1.469
O: 1.505 -0.969 -8.256
S: 0.690 -1.186 -7.097
O: 0.021 -2.513 -6.913
O: 1.574 -1.046 -5.771
C: 2.171 0.281 -5.486
C: 2.937 0.036 -4.218
C: -0.432 0.243 -7.086
H: 1.419 1.059 -5.384
H: 2.771 0.437 -6.347
H: 2.177 -0.256 -3.421
H: 3.459 0.954 -3.901
H: 3.527 -0.837 -4.443
H: -0.524 0.612 -6.065
H: -1.438 -0.142 -7.289
H: 0.032 0.908 -7.874
O: 2.547 -5.830 -0.745
S: 2.162 -4.596 -1.318
O: 3.117 -3.707 -2.008
O: 1.057 -4.874 -2.391
C: 0.872 -4.107 -3.680
C: 1.859 -4.556 -4.749
C: 1.521 -3.585 -0.126
H: 0.936 -3.056 -3.389
H: -0.214 -4.220 -3.863
H: 2.787 -3.964 -4.725
H: 1.504 -4.365 -5.738
H: 2.153 -5.623 -4.526
H: 2.478 -3.298 0.401
H: 0.832 -4.036 0.603
H: 1.138 -2.632 -0.444
O: 6.540 -0.377 1.406
S: 5.530 0.203 0.577
O: 4.402 0.893 1.211
O: 6.113 1.256 -0.435
C: 5.303 2.453 -0.774
C: 6.099 3.102 -1.901
C: 4.872 -0.997 -0.503
H: 5.222 3.081 0.126
H: 4.277 2.207 -1.079
H: 5.557 3.998 -2.197
H: 6.225 2.297 -2.622
H: 7.131 3.407 -1.552
H: 4.023 -0.618 -1.103
H: 4.493 -1.780 0.140
H: 5.716 -1.347 -1.107
O: -1.887 1.966 -3.383
S: -0.994 3.049 -3.804
O: -0.324 2.930 -5.090
O: -1.791 4.408 -3.935
C: -2.786 4.630 -2.952
C: -2.942 6.097 -2.753
C: 0.217 3.360 -2.612
H: -2.345 4.192 -2.049
H: -3.637 3.977 -3.219
H: -3.680 6.346 -1.959
H: -3.325 6.601 -3.618
H: -1.893 6.464 -2.581
H: -0.241 3.601 -1.627
H: 0.804 4.224 -2.848
H: 0.784 2.465 -2.535
O: 2.579 -1.566 2.449
S: 3.656 -2.344 2.991
O: 4.673 -2.815 2.118
O: 4.245 -1.551 4.259
C: 5.699 -1.347 4.287
C: 5.864 -0.298 5.351
C: 2.880 -3.687 3.847
H: 6.024 -1.040 3.249
H: 6.155 -2.311 4.498
H: 5.461 0.643 5.041
H: 7.004 -0.114 5.510
H: 5.468 -0.721 6.342
H: 1.979 -3.263 4.302
H: 3.520 -4.170 4.585
H: 2.549 -4.374 3.050
O: -0.149 -3.125 4.416
S: -0.774 -3.745 3.225
O: -0.138 -4.893 2.638
O: -2.201 -4.125 3.612
C: -2.847 -5.248 2.871
C: -2.968 -6.391 3.833
C: -0.968 -2.547 2.015
H: -2.209 -5.307 1.969
H: -3.818 -4.755 2.671
H: -3.761 -7.067 3.553
H: -3.338 -5.903 4.681
H: -2.012 -6.884 3.972
H: 0.040 -2.185 1.763
H: -1.594 -1.771 2.421
H: -1.377 -2.947 1.088
O: -6.827 2.229 -5.371
S: -6.408 0.939 -4.970
O: -5.089 0.436 -5.414
O: -6.508 0.963 -3.385
C: -5.794 -0.081 -2.666
C: -4.684 0.502 -1.917
C: -7.466 -0.232 -5.526
H: -5.524 -0.838 -3.388
H: -6.558 -0.511 -2.059
H: -4.327 -0.100 -1.040
H: -5.009 1.518 -1.578
H: -3.888 0.695 -2.592
H: -7.116 -1.225 -5.338
H: -7.627 -0.199 -6.621
H: -8.453 -0.153 -5.091
O: -2.545 -4.459 -0.559
S: -3.513 -3.414 -0.905
O: -3.782 -2.363 0.039
O: -3.079 -2.737 -2.223
C: -1.762 -2.132 -2.382
C: -1.687 -1.715 -3.814
C: -4.994 -4.238 -1.368
H: -1.031 -2.873 -2.101
H: -1.773 -1.396 -1.671
H: -1.044 -0.858 -3.885
H: -2.647 -1.363 -4.174
H: -1.242 -2.511 -4.466
H: -5.680 -3.562 -1.842
H: -5.450 -4.777 -0.537
H: -4.780 -5.038 -2.053
O: -1.361 5.087 3.017
S: -1.423 5.107 1.589
O: -0.189 5.138 0.898
O: -2.336 3.778 1.189
C: -1.557 2.550 1.510
C: -2.486 1.588 2.174
C: -2.426 6.407 1.022
H: -0.677 2.776 2.182
H: -1.146 2.270 0.589
H: -3.115 1.215 1.416
H: -2.933 2.128 2.962
H: -1.905 0.764 2.441
H: -2.502 6.536 -0.051
H: -1.983 7.322 1.400
H: -3.350 6.320 1.526

Values from the calculation:
E_HOMO: -8.24 eV



Computed, not measured: 12 unconnected molecules or ions with the total composition C33H90O12, with the ωB97M-V functional and the def2-TZVPD basis.

CARTESIAN COORDINATES (ANGSTROEM)
C: 0.629 -15.025 25.876
C: -0.307 -14.608 24.728
C: 0.115 -15.252 23.408
O: -1.589 -15.168 25.074
H: 1.662 -14.878 25.648
H: 0.580 -16.072 26.053
H: 0.276 -14.418 26.744
H: -0.288 -13.562 24.634
H: 0.847 -14.592 22.895
H: -0.751 -15.175 22.774
H: 0.534 -16.305 23.495
H: -2.010 -15.495 24.275
C: -2.371 -6.387 19.689
C: -1.134 -7.231 19.437
C: 0.148 -6.630 19.889
O: -1.325 -8.524 20.107
H: -3.289 -6.856 19.560
H: -2.430 -5.551 19.000
H: -2.364 -5.930 20.671
H: -1.062 -7.546 18.402
H: 0.937 -7.386 19.717
H: 0.160 -6.391 20.918
H: 0.421 -5.787 19.264
H: -1.181 -8.469 21.061
C: -6.479 -13.497 23.423
C: -5.274 -13.638 22.476
C: -4.187 -14.729 22.913
O: -5.727 -13.809 21.170
H: -7.122 -12.756 23.001
H: -6.221 -13.109 24.407
H: -7.028 -14.449 23.430
H: -4.694 -12.696 22.498
H: -3.419 -14.563 22.164
H: -4.552 -15.787 22.864
H: -3.885 -14.580 23.982
H: -5.133 -14.337 20.629
C: -5.305 -9.910 20.443
C: -4.772 -9.163 21.670
C: -5.354 -9.637 23.028
O: -3.350 -9.423 21.650
H: -4.905 -9.490 19.512
H: -6.405 -10.022 20.365
H: -4.895 -10.933 20.441
H: -5.043 -8.088 21.543
H: -6.336 -9.137 23.128
H: -4.706 -9.250 23.785
H: -5.452 -10.714 23.107
H: -2.973 -9.354 20.740
C: -1.529 -11.160 15.338
C: -2.574 -10.235 15.971
C: -3.911 -11.029 16.155
O: -2.039 -9.732 17.178
H: -1.919 -11.605 14.399
H: -1.297 -11.892 16.072
H: -0.551 -10.715 15.056
H: -2.756 -9.331 15.338
H: -4.435 -10.451 16.881
H: -3.703 -12.000 16.638
H: -4.418 -11.063 15.166
H: -1.254 -10.300 17.372
C: 3.473 -14.186 15.584
C: 1.964 -14.139 15.410
C: 1.519 -14.809 14.169
O: 1.270 -14.646 16.566
H: 3.895 -15.171 15.483
H: 3.803 -13.715 16.564
H: 4.015 -13.651 14.838
H: 1.767 -13.038 15.378
H: 0.467 -14.952 14.299
H: 2.040 -15.763 14.009
H: 1.656 -14.323 13.221
H: 1.568 -15.550 16.706
C: -3.066 -15.111 16.522
C: -3.988 -14.647 17.624
C: -5.422 -14.350 17.312
O: -3.911 -15.535 18.738
H: -3.547 -15.974 16.049
H: -2.023 -15.344 16.772
H: -2.937 -14.396 15.733
H: -3.569 -13.680 17.984
H: -5.920 -13.964 18.212
H: -5.909 -15.224 16.935
H: -5.486 -13.585 16.517
H: -3.015 -15.903 18.717
C: 4.420 -16.144 18.564
C: 3.341 -16.773 19.418
C: 3.489 -16.319 20.913
O: 2.100 -16.463 18.861
H: 4.283 -15.050 18.533
H: 4.268 -16.598 17.583
H: 5.499 -16.356 18.700
H: 3.484 -17.869 19.267
H: 3.452 -15.225 21.028
H: 4.374 -16.673 21.398
H: 2.712 -16.831 21.488
H: 2.058 -15.507 18.728
C: 1.323 -10.739 24.707
C: 2.479 -11.674 24.516
C: 2.880 -11.862 23.015
O: 3.555 -11.307 25.468
H: 0.930 -10.800 25.716
H: 0.535 -10.955 23.969
H: 1.618 -9.751 24.672
H: 2.199 -12.689 24.740
H: 1.964 -12.222 22.573
H: 3.685 -12.621 22.858
H: 3.182 -10.944 22.499
H: 3.702 -10.357 25.483
C: -0.625 -13.462 19.228
C: -1.205 -12.118 19.794
C: -0.934 -11.969 21.303
O: -0.543 -11.025 19.026
H: -1.175 -14.299 19.619
H: 0.356 -13.612 19.589
H: -0.638 -13.510 18.115
H: -2.257 -11.990 19.431
H: -1.650 -12.418 21.970
H: -0.896 -10.913 21.565
H: -0.034 -12.527 21.487
H: -0.941 -10.188 19.313
C: 2.816 -9.626 19.805
C: 3.122 -10.825 18.886
C: 2.982 -12.094 19.699
O: 2.167 -10.821 17.840
H: 1.774 -9.690 20.109
H: 2.935 -8.732 19.149
H: 3.455 -9.430 20.672
H: 4.113 -10.769 18.430
H: 3.564 -12.122 20.658
H: 3.114 -12.998 19.146
H: 1.950 -12.096 20.019
H: 1.309 -10.716 18.262
O: -1.311 -8.171 22.952
H: -0.812 -8.047 23.774
H: -2.004 -8.833 22.996

Values from the calculation:
SMILES: CC(C)O.CC(C)O.CC(C)O.CC(C)O.CC(C)O.CC(C)O.CC(C)O.CC(C)O.CC(C)O.CC(C)O.CC(C)O.O
relative energy (zero: lowest compared OMol25 entry of this formula, charge and spin): 41.0 kcal/mol
E_HOMO: -9.80 eV



Computed, not measured: 10 unconnected molecules or ions with the total composition C33H91N11O15, with the ωB97M-V functional and the def2-TZVPD basis.

CARTESIAN COORDINATES (ANGSTROEM)
C: 4.531 8.118 -0.034
O: 3.512 7.499 -0.821
C: 2.702 8.416 -1.688
C: 1.754 7.544 -2.634
N: 2.350 6.843 -3.780
C: 3.572 6.038 -3.562
C: 3.217 4.727 -2.740
O: 2.575 3.765 -3.513
C: 2.619 2.396 -3.116
H: 4.548 7.753 0.993
H: 4.452 9.205 -0.010
H: 5.487 7.854 -0.486
H: 3.425 9.013 -2.244
H: 2.133 9.171 -1.146
H: 1.077 8.321 -2.989
H: 1.121 6.836 -2.099
H: 1.639 6.213 -4.122
H: 4.304 6.561 -2.946
H: 4.059 5.858 -4.520
H: 2.753 5.059 -1.811
H: 4.137 4.277 -2.368
H: 3.609 2.086 -2.783
H: 2.318 1.697 -3.895
H: 1.953 2.177 -2.280
C: -3.720 -2.560 -2.500
O: -3.486 -2.432 -1.087
C: -3.363 -1.082 -0.607
C: -3.445 -1.072 0.897
N: -3.523 0.270 1.446
C: -2.178 0.858 1.651
C: -2.394 2.181 2.303
O: -3.059 3.115 1.408
C: -2.943 4.460 1.946
H: -4.160 -3.538 -2.696
H: -2.830 -2.465 -3.122
H: -4.390 -1.775 -2.850
H: -4.291 -0.689 -1.021
H: -2.510 -0.554 -1.033
H: -2.554 -1.587 1.257
H: -4.341 -1.473 1.370
H: -4.058 0.944 0.917
H: -1.730 1.033 0.673
H: -1.525 0.198 2.222
H: -1.371 2.492 2.511
H: -2.772 2.081 3.321
H: -3.499 4.635 2.867
H: -3.347 5.124 1.182
H: -1.899 4.759 2.046
C: 1.256 1.239 2.460
O: 0.645 0.943 3.691
C: 1.123 1.760 4.781
C: 0.203 1.588 5.945
N: -1.131 1.959 5.406
C: -2.027 1.658 6.484
C: -3.449 2.170 6.306
O: -3.513 3.605 6.402
C: -4.840 3.962 6.241
H: 0.936 0.517 1.708
H: 2.321 1.048 2.589
H: 1.049 2.283 2.225
H: 1.167 2.785 4.412
H: 2.124 1.449 5.081
H: 0.478 2.204 6.801
H: 0.150 0.560 6.303
H: -1.234 1.375 4.589
H: -1.565 2.134 7.349
H: -2.018 0.594 6.720
H: -4.012 1.733 7.131
H: -3.825 1.784 5.359
H: -4.813 5.026 6.476
H: -5.586 3.517 6.900
H: -5.194 3.782 5.226
C: -0.538 3.664 -1.014
O: -0.787 2.283 -1.284
C: -1.680 2.066 -2.423
C: -3.050 2.673 -2.561
N: -3.930 2.329 -1.433
C: -5.276 2.898 -1.453
C: -6.232 2.282 -2.545
O: -7.439 2.959 -2.442
C: -7.543 4.108 -3.360
H: -1.447 4.249 -0.879
H: 0.177 3.971 -1.777
H: -0.031 3.697 -0.050
H: -1.876 0.998 -2.514
H: -1.138 2.328 -3.332
H: -3.507 2.282 -3.470
H: -3.132 3.747 -2.727
H: -3.486 2.576 -0.560
H: -5.161 3.980 -1.521
H: -5.692 2.729 -0.459
H: -6.370 1.249 -2.227
H: -5.957 2.158 -3.592
H: -6.992 4.955 -2.954
H: -8.590 4.412 -3.374
H: -7.321 3.738 -4.361
C: 4.854 -12.081 5.107
O: 5.055 -10.963 4.245
C: 4.274 -9.876 4.592
C: 4.777 -8.552 3.958
N: 4.448 -8.429 2.524
C: 5.274 -7.353 1.960
C: 4.586 -6.901 0.659
O: 3.494 -6.030 0.926
C: 3.013 -5.403 -0.215
H: 5.139 -11.913 6.145
H: 5.398 -12.957 4.753
H: 3.811 -12.396 5.056
H: 4.229 -9.787 5.677
H: 3.237 -9.969 4.269
H: 5.861 -8.484 4.057
H: 4.358 -7.696 4.486
H: 3.514 -8.080 2.361
H: 6.287 -7.705 1.765
H: 5.266 -6.465 2.592
H: 4.131 -7.736 0.125
H: 5.321 -6.416 0.016
H: 2.095 -4.835 -0.059
H: 2.811 -6.131 -1.001
H: 3.764 -4.674 -0.519
N: -0.013 -0.636 -0.903
C: 0.559 -1.012 -1.959
N: 1.070 -2.263 -1.867
O: 0.571 -0.420 -3.047
H: -0.349 0.316 -0.922
H: -0.075 -1.196 -0.065
H: 1.179 -2.822 -2.701
H: 0.973 -2.699 -0.961
N: -0.212 -5.485 -2.303
C: 0.718 -5.505 -3.251
N: 0.781 -6.611 -3.876
O: 1.602 -4.700 -3.380
H: -0.793 -6.296 -2.143
H: -0.310 -4.646 -1.748
H: 0.097 -7.289 -3.574
H: 1.507 -6.741 -4.567
N: 0.413 0.828 -5.474
C: 1.028 -0.092 -6.205
N: 1.483 -1.104 -5.475
O: 1.234 0.071 -7.394
H: -0.013 1.630 -5.915
H: 0.228 0.678 -4.492
H: 1.343 -1.026 -4.478
H: 1.843 -1.935 -5.920
O: 2.658 -3.719 -5.664
H: 2.107 -3.972 -4.924
H: 3.472 -4.205 -5.535
O: 0.215 -3.247 0.644
H: -0.657 -3.627 0.545
H: 0.644 -3.797 1.299

Values from the calculation:
SMILES: COCCNCCOC.COCCNCCOC.COCCNCCOC.COCCNCCOC.COCCNCCOC.NC(N)=O.NC(N)=O.NC(N)=O.O.O
relative energy (zero: lowest compared OMol25 entry of this formula, charge and spin): 102.9 kcal/mol
E_HOMO: -8.06 eV